Molecular formula: C4H15NO2
Method: DFT, wB97M-V/def2-TZVPD

- HOMO: -9.0 eV
- M: 109.17 g/mol
- Strongest force on any atom: 7.36 eV Å⁻¹

The geometry in ORCA input format:
```
! wB97M-V def2-TZVPD RIJCOSX def2/J DEFGRID3
* xyz 0 1
C -1.784 0.294 1.934
C -1.827 -0.229 0.465
C -0.403 -0.606 -0.150
N 0.296 0.682 -0.439
C 1.328 0.908 -1.614
H -1.298 -0.562 2.641
H -2.876 0.367 2.231
H -1.161 1.281 2.013
H -2.615 0.165 -0.090
H -2.388 -1.262 0.583
H -0.462 -1.282 -0.848
H 0.094 -1.131 0.714
H 0.752 0.963 0.403
H 1.745 -0.155 -1.851
H 1.980 1.629 -1.319
H 0.794 1.292 -2.500
O -1.668 2.496 -0.508
H -0.879 1.927 -0.679
H -2.035 2.782 -1.398
O 4.077 -3.215 -0.277
H 4.804 -2.934 0.170
H 3.524 -3.412 0.519
*
```